No. 1
Molecular formula: C30H29AgN3S3
Method: DFT, wB97M-V/def2-TZVPD

```
66
Properties=species:S:1:pos:R:3:forces:R:3:mulliken_charge:R:1
Ag -0.521 0.364 -0.210 0.40 -0.29 0.01 0.071
S 1.695 1.718 0.050 -0.13 0.10 0.01 -0.315
C 2.028 1.560 1.673 -0.12 -0.32 0.14 0.320
N 2.817 2.393 2.338 0.15 0.19 0.11 0.134
C 3.246 2.071 3.705 -0.03 0.07 -0.11 -0.408
C 3.505 0.593 3.746 -0.02 -0.11 -0.04 -0.838
N 2.255 -0.099 3.428 0.09 0.04 0.23 0.183
C 1.893 -1.204 4.333 0.06 -0.06 -0.14 -1.611
C 1.608 -0.703 5.726 -0.01 0.01 0.05 0.806
C 2.469 -1.020 6.769 0.00 0.00 0.04 -0.300
C 2.230 -0.542 8.052 -0.02 0.00 -0.04 -0.619
C 1.126 0.260 8.294 -0.01 0.00 -0.03 -0.422
C 0.258 0.578 7.255 0.02 -0.02 0.01 -0.756
C 0.495 0.097 5.977 0.01 0.02 0.00 -0.148
C 1.452 0.388 2.499 0.04 0.16 -0.28 0.605
S -0.093 -0.191 2.247 -0.15 0.10 0.00 -0.325
C 3.243 3.681 1.732 0.01 -0.06 0.00 -0.942
C 4.545 4.194 2.278 0.02 0.01 -0.01 -0.233
C 5.743 3.619 1.862 0.02 -0.01 -0.01 -0.013
C 6.951 4.068 2.371 -0.02 0.02 0.02 -0.653
C 6.972 5.105 3.296 -0.02 -0.01 -0.01 -0.387
C 5.783 5.691 3.706 0.00 -0.02 -0.02 -0.661
C 4.573 5.233 3.199 0.01 0.03 0.01 -0.086
H 2.484 2.364 4.432 -0.02 -0.03 0.01 0.209
H 4.159 2.620 3.916 -0.02 0.01 0.00 0.489
H 3.826 0.277 4.735 -0.04 0.03 0.03 0.391
H 4.277 0.323 3.020 0.03 -0.02 0.02 0.310
H 2.745 -1.885 4.349 0.00 -0.01 0.00 0.406
H 1.043 -1.724 3.900 -0.01 0.01 0.02 0.562
H 3.329 -1.654 6.582 0.00 0.01 0.00 0.388
H 2.904 -0.800 8.858 0.00 0.00 0.00 0.388
H 0.936 0.632 9.292 0.00 0.00 0.00 0.391
H -0.612 1.193 7.446 0.00 0.00 0.00 0.416
H -0.191 0.335 5.172 0.01 0.00 0.00 0.379
H 2.435 4.399 1.890 0.00 0.03 0.01 0.381
H 3.325 3.514 0.661 -0.01 -0.01 0.00 0.543
H 5.728 2.821 1.127 0.00 0.00 0.00 0.448
H 7.879 3.621 2.038 0.00 0.00 0.00 0.398
H 7.914 5.460 3.690 0.00 0.00 0.00 0.396
H 5.797 6.506 4.417 -0.01 0.00 0.00 0.396
H 3.645 5.694 3.518 0.00 0.00 0.00 0.392
N -0.457 -1.186 -1.802 -0.41 0.12 -0.17 -0.422
S 0.722 -2.238 -1.866 0.27 0.09 0.24 0.429
C 0.116 -3.864 -1.431 -0.10 -0.03 0.02 0.310
C -1.123 -3.981 -0.827 0.03 -0.08 -0.01 -0.304
C -1.559 -5.240 -0.426 0.00 0.04 0.00 -0.524
C -0.754 -6.351 -0.622 0.02 0.00 -0.01 -0.459
C 0.494 -6.215 -1.222 -0.03 0.00 0.01 -0.565
C 0.937 -4.969 -1.628 -0.01 -0.03 0.01 -0.421
C 1.167 -2.537 -3.558 -0.09 -0.01 -0.12 0.351
C 0.304 -3.196 -4.428 0.07 0.02 -0.03 -0.271
C 0.678 -3.351 -5.752 0.03 0.01 0.01 -0.677
C 1.903 -2.857 -6.192 -0.02 -0.01 0.00 -0.420
C 2.754 -2.201 -5.317 -0.02 0.01 0.02 -0.566
C 2.384 -2.034 -3.988 0.03 0.01 -0.08 -0.266
H -1.214 -1.406 -2.445 0.03 0.00 0.04 0.128
H -1.732 -3.100 -0.672 0.00 0.00 0.01 0.462
H -2.528 -5.349 0.043 0.00 0.01 -0.01 0.401
H -1.096 -7.328 -0.308 0.00 0.00 0.00 0.394
H 1.120 -7.084 -1.376 0.00 0.00 0.00 0.392
H 1.904 -4.863 -2.106 0.00 0.02 0.00 0.420
H -0.637 -3.597 -4.073 0.00 0.00 0.01 0.364
H 0.019 -3.862 -6.441 0.01 0.00 0.00 0.394
H 2.194 -2.990 -7.226 -0.01 0.01 0.00 0.396
H 3.703 -1.818 -5.665 0.00 -0.01 0.00 0.387
H 3.035 -1.515 -3.295 -0.01 -0.01 0.01 0.383
```
Forces are in eV/Å.

Results
calculated total energy	-2666.17609	Eh
total charge	+1

No. 2
Molecular formula: C30H29AsN3O2PtS2
Method: DFT, wB97M-V/def2-TZVPD

```
68
Properties=species:S:1:pos:R:3:forces:R:3:mulliken_charge:R:1
Pt 0.456 0.424 0.335 0.36 0.19 0.75 0.662
S -1.023 0.628 -1.289 -0.33 -0.06 -0.36 -0.516
C -2.432 1.556 -0.718 0.08 0.00 0.18 0.550
C -3.605 1.531 -1.465 0.08 0.00 0.05 -0.768
C -4.708 2.237 -1.010 -0.05 0.03 0.01 -0.565
C -4.661 2.963 0.175 -0.02 0.02 0.00 -0.826
C -3.486 3.006 0.909 0.04 0.06 -0.06 -0.424
C -2.377 2.315 0.447 0.01 -0.21 -0.12 0.136
As -0.647 2.294 1.246 -0.06 0.29 -0.23 0.834
C -0.772 2.939 3.062 0.00 -0.05 -0.08 0.461
C -0.652 4.314 3.254 -0.05 0.01 0.01 -0.348
C -0.847 4.852 4.518 0.02 0.02 -0.01 -0.780
C -1.153 4.024 5.587 0.00 -0.01 0.00 -0.474
C -1.267 2.656 5.392 0.01 -0.03 0.04 -0.651
C -1.080 2.107 4.132 0.06 -0.05 -0.02 -0.322
C 0.330 3.715 0.360 -0.04 -0.02 0.01 0.212
C -0.165 4.314 -0.791 -0.03 0.02 0.02 -0.328
C 0.609 5.248 -1.468 -0.01 0.01 -0.01 -0.717
C 1.870 5.581 -1.000 0.00 0.00 0.00 -0.528
C 2.365 4.982 0.151 0.01 0.02 -0.01 -0.759
C 1.599 4.047 0.828 0.05 -0.03 0.02 -0.132
H -3.663 0.953 -2.378 0.01 -0.01 -0.01 0.451
H -5.625 2.206 -1.583 -0.01 0.01 0.00 0.395
H -5.537 3.492 0.522 0.00 0.00 0.00 0.414
H -3.430 3.573 1.831 0.00 0.00 0.00 0.510
H -0.416 4.973 2.429 -0.01 -0.02 0.00 0.446
H -0.757 5.921 4.662 0.00 0.00 0.00 0.412
H -1.304 4.446 6.571 0.00 0.00 0.00 0.394
H -1.510 2.008 6.224 0.00 0.00 0.00 0.408
H -1.189 1.043 3.986 -0.05 -0.06 -0.05 0.338
H -1.150 4.059 -1.164 0.01 -0.01 0.00 0.354
H 0.221 5.716 -2.363 0.00 0.00 0.00 0.411
H 2.469 6.310 -1.531 0.00 0.01 0.00 0.400
H 3.345 5.249 0.526 0.00 -0.01 0.00 0.452
H 1.992 3.588 1.730 -0.02 0.00 0.00 0.533
O -2.271 -0.492 2.748 0.03 -0.03 0.03 -0.593
C -1.998 -1.644 2.520 -0.20 0.23 0.06 -0.138
O -1.431 -2.027 1.383 0.12 -0.27 -0.09 -0.368
C -2.289 -2.791 3.492 0.00 0.05 0.00 0.516
N -1.808 -4.058 2.916 0.00 0.05 -0.05 -0.541
C -2.974 -4.915 2.590 -0.01 -0.03 0.00 -0.617
C -4.159 -3.954 2.578 -0.02 -0.04 0.03 -0.558
C -3.801 -2.963 3.683 0.04 0.00 0.02 -0.865
H -1.785 -2.538 4.426 0.01 -0.05 -0.01 0.395
H -1.154 -4.526 3.527 0.01 0.00 -0.02 0.251
H -1.278 -3.000 1.518 -0.04 0.03 0.09 0.459
H -3.113 -5.688 3.350 -0.01 0.02 0.01 0.365
H -2.824 -5.409 1.631 -0.01 -0.02 0.02 0.292
H -5.102 -4.465 2.762 0.00 0.00 -0.03 0.403
H -4.234 -3.448 1.613 0.01 0.02 0.00 0.227
H -3.990 -3.409 4.661 0.00 0.01 0.01 0.375
H -4.332 -2.015 3.631 -0.01 0.00 -0.02 0.396
N 0.678 -2.914 -0.339 0.08 -0.04 -0.14 -0.291
C 1.841 -2.241 -0.357 -0.23 0.00 -0.11 0.618
N 1.907 -0.929 -0.312 0.15 -0.06 -0.06 -0.282
C 3.240 -0.484 -0.412 0.00 0.00 -0.04 -0.071
C 3.656 0.842 -0.475 0.00 -0.08 0.04 -0.293
C 5.012 1.096 -0.561 0.02 0.03 0.00 -0.840
C 5.945 0.059 -0.588 0.01 0.03 0.00 -0.496
C 5.536 -1.262 -0.546 -0.02 -0.01 -0.01 -0.529
C 4.175 -1.514 -0.466 0.01 0.04 -0.01 0.717
S 3.363 -3.061 -0.450 0.00 -0.01 0.01 -0.262
H -0.164 -2.380 -0.515 0.00 0.04 0.11 0.094
H 0.673 -3.881 -0.615 0.01 0.00 0.00 0.250
H 2.930 1.646 -0.468 -0.01 0.01 0.00 0.535
H 5.354 2.121 -0.615 0.01 0.00 0.00 0.426
H 7.000 0.287 -0.653 0.01 0.00 0.00 0.390
H 6.254 -2.069 -0.584 0.00 0.00 0.00 0.400
```
Forces are in eV/Å.

Results
calculated total energy	-4626.67586	Eh
total charge	+1

No. 3
Molecular formula: C30H29Cl2N3O3S
Method: DFT, wB97M-V/def2-TZVPD

```
68
Properties=species:S:1:pos:R:3:forces:R:3:mulliken_charge:R:1
Cl -6.371 4.686 -0.638 -0.20 0.00 0.06 -0.220
C -4.666 4.669 -0.908 0.50 0.02 -0.05 0.348
C -3.985 3.464 -0.955 -0.36 -0.12 0.01 -0.622
C -2.628 3.450 -1.199 0.04 -0.33 0.01 -0.303
C -1.955 4.635 -1.388 0.63 -0.15 -0.15 -0.187
S -0.196 4.586 -1.736 1.31 0.80 1.51 0.928
C 0.490 4.938 -0.126 -0.95 -0.66 -1.85 -0.562
Cl 2.117 4.548 0.153 0.26 -0.37 0.01 -0.208
O 0.141 3.146 -2.036 -0.39 2.85 -0.54 -0.547
O 0.040 5.771 -2.637 -0.30 -3.12 0.89 -0.643
C -2.624 5.838 -1.338 0.21 0.34 -0.10 -0.284
C -3.981 5.858 -1.092 -0.41 0.06 0.07 -0.595
H -4.531 2.546 -0.819 -0.08 -0.19 0.02 0.402
H -2.082 2.523 -1.269 0.04 -0.09 0.03 0.623
H -0.090 5.371 0.655 -0.28 0.25 0.15 0.430
H -2.081 6.752 -1.520 0.04 0.10 -0.01 0.410
H -4.525 6.787 -1.061 -0.04 0.19 0.00 0.409
C -0.935 -5.129 1.279 0.17 0.30 0.32 -1.026
N -0.327 -4.022 0.565 0.32 0.69 -1.02 0.282
C -0.328 -4.001 -0.811 0.09 -0.04 0.93 0.297
O -0.807 -4.843 -1.541 0.30 0.43 0.32 -0.677
C 0.368 -2.721 -1.238 0.72 0.62 -0.38 0.083
C -0.557 -1.853 -2.093 -0.23 0.38 0.09 -0.957
C -1.015 -2.527 -3.356 -0.07 -0.20 -0.04 0.422
C -2.354 -2.822 -3.563 0.13 0.14 0.18 -0.221
C -2.767 -3.461 -4.713 -0.19 0.04 -0.01 -0.729
C -1.844 -3.818 -5.672 -0.12 -0.19 -0.21 -0.371
C -0.508 -3.545 -5.475 0.26 0.02 -0.10 -0.807
C -0.098 -2.902 -4.325 0.01 0.11 0.15 -0.191
N 0.795 -2.034 0.021 0.00 -0.09 -0.36 0.473
C 1.511 -0.877 0.055 -1.17 -1.81 0.10 0.348
C 1.901 -0.262 1.224 0.26 0.46 0.68 0.595
C 2.621 0.909 1.334 -0.47 -0.56 -0.75 -0.858
C 2.992 1.476 2.583 0.27 0.45 0.94 1.090
C 3.743 2.668 2.631 -0.22 -0.50 -0.13 -0.479
C 4.110 3.223 3.830 0.20 0.21 0.27 -0.923
C 3.746 2.628 5.040 -0.47 -0.69 -1.63 0.602
C 4.107 3.198 6.260 0.86 1.41 2.95 -0.012
N 4.400 3.671 7.283 -0.44 -0.75 -1.59 -0.515
C 3.001 1.449 5.006 0.01 0.01 0.37 -0.978
C 2.634 0.883 3.814 0.11 0.19 -0.49 -0.355
C 0.355 -2.859 1.204 -0.22 -0.37 0.00 0.184
C -0.650 -2.091 2.056 -0.10 0.10 -0.03 -1.529
C 1.558 -3.369 1.995 0.15 -0.02 -0.05 -1.598
H -1.367 -5.824 0.561 0.12 0.20 -0.10 0.383
H -0.188 -5.655 1.870 0.02 -0.11 0.09 0.314
H -1.724 -4.769 1.935 -0.10 -0.03 0.10 0.324
H 1.273 -2.986 -1.801 -0.22 -0.01 0.00 0.344
H -1.425 -1.581 -1.484 0.01 -0.03 -0.01 0.415
H -0.063 -0.911 -2.346 0.12 -0.04 0.08 0.516
H -3.071 -2.558 -2.805 -0.22 0.08 0.18 0.367
H -3.812 -3.677 -4.864 -0.16 -0.04 0.00 0.384
H -2.165 -4.323 -6.569 -0.05 -0.07 -0.15 0.392
H 0.217 -3.829 -6.220 0.12 -0.04 -0.10 0.392
H 0.945 -2.695 -4.164 0.35 0.07 -0.06 0.387
H 1.779 -0.429 -0.883 -0.08 -0.02 -0.51 0.535
H 1.619 -0.736 2.139 -0.10 -0.08 0.18 -0.874
H 2.914 1.413 0.432 0.20 0.31 -0.27 0.436
H 4.020 3.146 1.707 0.02 0.12 -0.14 0.435
H 4.687 4.131 3.856 0.09 0.18 -0.07 0.478
H 2.715 0.992 5.938 -0.06 -0.12 0.13 0.459
H 2.062 -0.027 3.830 -0.10 -0.15 0.10 0.363
H -1.523 -1.834 1.458 -0.02 -0.02 -0.06 0.345
H -0.980 -2.693 2.901 0.04 -0.09 0.01 0.459
H -0.241 -1.164 2.449 0.01 -0.02 0.04 0.379
H 2.188 -3.984 1.355 -0.01 -0.03 -0.07 0.388
H 2.176 -2.565 2.384 -0.03 0.00 0.05 0.390
H 1.236 -3.977 2.839 -0.12 0.00 0.01 0.456
```
Forces are in eV/Å.

Results
calculated total energy	-2868.97047	Eh
total charge	0